(1)
# CH10N2O4

A 4-piece molecular cluster, CH10N2O4 overall at a distorted geometry (wB97M-V/def2-TZVPD, the OMol25 dataset).

CARTESIAN COORDINATES (ANGSTROEM)
N: 0.119 0.002 3.103
C: -0.996 -0.679 3.134
N: -1.066 -1.125 4.328
O: -1.720 -0.874 2.184
H: 0.278 0.389 2.184
H: 0.862 -0.090 3.781
H: -1.934 -1.522 4.659
H: -0.262 -0.967 4.920
O: -2.653 0.722 -5.117
H: -3.591 0.841 -4.966
H: -2.604 0.102 -5.844
O: 0.417 0.364 -2.376
H: -0.079 -0.222 -1.805
H: -0.247 0.912 -2.794
O: 4.719 0.547 -1.527
H: 3.794 0.376 -1.707
H: 4.964 1.225 -2.157

The calculation puts the frontier orbital gap at 0.3881 Ha. Its SMILES is NC(N)=O.O.O.O. The HOMO energy comes out at -9.916 eV. As for the charge: 0. As for the energy relative to the best compared isomer or geometry (same formula, charge and spin): 39.4 kcal per mole.

From a natural (NBO) analysis of the wavefunction, the atomic charges in e read:
1 N -0.84
2 C 0.75
3 N -0.81
4 O -0.66
5 H 0.40
6 H 0.38
7 H 0.40
8 H 0.38
9 O -0.94
10 H 0.47
11 H 0.47
12 O -0.95
13 H 0.47
14 H 0.48
15 O -0.94
16 H 0.47
17 H 0.47


(2)
# CH10N3O2

A 3-piece molecular cluster, CH10N3O2 overall at a distorted geometry (wB97M-V/def2-TZVPD, the OMol25 dataset).

CARTESIAN COORDINATES (ANGSTROEM)
N: -0.052 -2.014 -0.479
C: -0.541 -1.370 0.576
N: -0.221 -0.094 0.711
N: -1.393 -1.942 1.413
H: 0.353 -1.439 -1.201
H: -0.419 -2.896 -0.759
H: -0.109 0.474 1.546
H: 0.360 0.377 0.022
H: -1.481 -2.933 1.466
H: -1.899 -1.354 2.063
H: 2.004 3.642 0.856
H: 0.794 3.996 0.003
O: 1.318 3.272 0.323
H: 0.902 0.972 -2.751
H: -0.169 0.922 -1.722
O: 0.553 0.385 -2.067

The calculation puts the frontier orbital gap at 0.4400 Ha. The HOMO energy comes out at -14.883 eV. As for the charge: +1. As for the energy relative to the best compared isomer or geometry (same formula, charge and spin): 16.5 kcal per mole.

From a natural (NBO) analysis of the wavefunction, the atomic charges in e read:
1 N -0.75
2 C 0.68
3 N -0.79
4 N -0.75
5 H 0.45
6 H 0.42
7 H 0.44
8 H 0.44
9 H 0.43
10 H 0.43
11 H 0.48
12 H 0.48
13 O -0.96
14 H 0.51
15 H 0.48
16 O -0.96


(3)
# CH10NO2

A 4-piece molecular cluster, CH10NO2 overall at a distorted geometry (wB97M-V/def2-TZVPD, the OMol25 dataset).

CARTESIAN COORDINATES (ANGSTROEM)
C: -1.089 0.377 2.461
N: 0.261 -0.310 -1.851
H: -2.032 0.844 2.711
H: -1.049 -0.573 2.985
H: -1.164 0.006 1.394
H: -0.303 1.115 2.483
H: 0.436 0.513 -2.433
H: 0.206 -1.156 -2.421
H: -0.455 -0.123 -1.110
H: -2.446 -0.173 -0.307
O: -1.584 0.303 -0.341
H: 3.267 -0.125 -0.543
H: 1.743 -0.326 -0.839
O: 2.422 -0.350 -0.139

The calculation puts the frontier orbital gap at 0.1657 Ha. The HOMO energy comes out at -15.361 eV. As for the charge: +1. As for the energy relative to the best compared isomer or geometry (same formula, charge and spin): 199.7 kcal per mole.

From a natural (NBO) analysis of the wavefunction, the atomic charges in e read:
1 C -0.68
2 N -0.68
3 H 0.24
4 H 0.27
5 H 0.26
6 H 0.26
7 H 0.41
8 H 0.42
9 H 0.40
10 H 0.51
11 O -0.46
12 H 0.49
13 H 0.44
14 O -0.88


(4)
# CH10NO4

A 4-piece molecular cluster, CH10NO4 overall at a distorted geometry (wB97M-V/def2-TZVPD, the OMol25 dataset).

CARTESIAN COORDINATES (ANGSTROEM)
N: 1.577 -1.715 -0.189
C: 0.539 -0.854 0.581
O: -0.121 0.124 -0.108
H: 1.242 -1.727 -1.236
H: 2.547 -1.232 -0.134
H: -0.129 -1.510 1.227
H: 1.055 -0.369 1.382
H: -0.083 1.123 2.525
H: -0.829 1.044 1.203
O: -0.920 1.447 2.054
H: -1.188 -0.448 -1.189
H: -1.184 -1.917 -1.543
O: -1.434 -1.220 -2.012
H: -0.522 2.253 -1.627
H: -0.296 2.187 -0.070
O: -0.254 2.814 -0.864

The calculation puts the frontier orbital gap at 0.3113 Ha. The HOMO energy comes out at -4.453 eV. As for the charge: -1. As for the energy relative to the best compared isomer or geometry (same formula, charge and spin): 36.8 kcal per mole.

From a natural (NBO) analysis of the wavefunction, the atomic charges in e read:
1 N -0.92
2 C 0.12
3 O -0.95
4 H 0.37
5 H 0.34
6 H 0.10
7 H 0.10
8 H 0.45
9 H 0.49
10 O -0.98
11 H 0.51
12 H 0.43
13 O -1.04
14 H 0.47
15 H 0.50
16 O -0.99


(5)
# CH10NO4

A 4-piece molecular cluster, CH10NO4 overall at a distorted geometry (wB97M-V/def2-TZVPD, the OMol25 dataset).

CARTESIAN COORDINATES (ANGSTROEM)
N: -0.918 -1.244 -1.870
C: 0.473 -0.686 -1.787
O: 0.619 0.574 -1.325
H: -1.234 -1.155 -0.903
H: -1.488 -0.514 -2.290
H: 1.050 -1.451 -1.219
H: 0.904 -0.891 -2.773
H: -1.246 1.472 0.543
H: -0.011 0.765 -0.047
O: -0.537 0.910 0.872
H: -1.698 -1.330 2.740
H: -1.621 -0.022 1.996
O: -2.105 -0.455 2.739
H: 2.305 0.848 -0.117
H: 1.830 0.375 1.195
O: 2.590 0.821 0.818

The calculation puts the frontier orbital gap at 0.3067 Ha. The HOMO energy comes out at -4.374 eV. As for the charge: -1. As for the energy relative to the best compared isomer or geometry (same formula, charge and spin): 6.0 kcal per mole.

From a natural (NBO) analysis of the wavefunction, the atomic charges in e read:
1 N -0.88
2 C 0.12
3 O -0.93
4 H 0.34
5 H 0.33
6 H 0.09
7 H 0.10
8 H 0.45
9 H 0.50
10 O -1.07
11 H 0.45
12 H 0.51
13 O -0.99
14 H 0.50
15 H 0.47
16 O -0.98


(6)
# CH10NO4

A 4-piece molecular cluster, CH10NO4 overall at a distorted geometry (wB97M-V/def2-TZVPD, the OMol25 dataset).

CARTESIAN COORDINATES (ANGSTROEM)
N: -0.598 -2.171 0.201
C: 0.813 -1.742 0.080
O: 0.999 -0.633 -0.696
H: -1.173 -1.660 0.863
H: -1.013 -1.973 -0.710
H: 1.255 -1.594 1.086
H: 1.344 -2.628 -0.310
H: -1.298 0.254 -1.963
H: -0.103 0.167 -0.997
O: -0.874 0.874 -1.351
H: -0.497 2.972 0.956
H: -1.395 2.123 -0.103
O: -1.362 2.698 0.677
H: 1.644 0.637 0.269
H: 0.649 1.354 0.997
O: 1.610 1.322 1.001

The calculation puts the frontier orbital gap at 0.3202 Ha. The HOMO energy comes out at -4.483 eV. As for the charge: -1. As for the energy relative to the best compared isomer or geometry (same formula, charge and spin): 7.8 kcal per mole.

From a natural (NBO) analysis of the wavefunction, the atomic charges in e read:
1 N -0.89
2 C 0.12
3 O -0.92
4 H 0.35
5 H 0.34
6 H 0.11
7 H 0.10
8 H 0.45
9 H 0.50
10 O -1.08
11 H 0.47
12 H 0.52
13 O -1.01
14 H 0.51
15 H 0.45
16 O -1.01